19
Properties=species:S:1:pos:R:3 method="wB97M-V/def2-TZVPD" energy_ha=-381.28528 relative_energy_ev=6.2486 lumo_ev=-2.68
C 1.918 0.057 1.431
C 0.636 0.238 0.701
C 0.549 0.036 -0.699
N -0.611 0.237 -1.311
N -0.448 0.606 1.363
H 1.829 -0.724 2.184
H 2.263 0.996 1.855
H 2.670 -0.206 0.643
H 1.482 -0.272 -1.248
H -1.452 -0.087 -0.763
H -0.604 -0.089 -2.270
H -1.306 0.113 0.980
H -0.293 0.564 2.364
H 3.859 -0.887 -1.469
H -3.909 0.720 -1.380
O 3.073 -0.641 -0.973
H -4.422 1.110 -1.763
H -2.875 -1.243 0.358
O -2.358 -0.529 -0.002